No. 1
A 9-piece molecular cluster, C23H27F7N2O25 overall in a non-equilibrium geometry. Source: the Open Molecules 2025 dataset; level of theory: the ωB97M-V functional and the def2-TZVPD basis.

Properties
ΔE to the lowest compared entry with this formula, charge and spin	0.0	kcal/mol
LUMO (alpha / beta)	1.567 / 1.563	eV
charge	-1
2S+1	2
expectation value of S²	0.7533
HOMO energy (alpha / beta)	-0.418 / -4.364	eV
HOMO-LUMO gap (alpha / beta)	0.0729 / 0.2178	hartree

Last column: Mulliken spin population.
CARTESIAN COORDINATES (ANGSTROEM)
1 C 8.06 14.03 -18.73  0.0216
2 N 8.60 13.93 -20.09  0.4900
3 O 8.88 12.79 -20.38  0.2744
4 O 8.69 14.98 -20.77  0.2107
5 H 8.04 15.10 -18.55  0.0043
6 H 8.58 13.52 -17.91  -0.0011
7 H 7.03 13.68 -18.78  -0.0015
8 C 11.00 17.60 -22.86  0.0278
9 N 12.07 17.93 -23.85  -0.0002
10 O 12.29 17.19 -24.81  0.0023
11 O 12.75 18.90 -23.60  0.0000
12 H 10.48 16.70 -23.19  0.0064
13 H 10.31 18.44 -22.86  -0.0061
14 H 11.51 17.43 -21.92  -0.0098
15 C 5.59 13.90 -24.01  0.0106
16 C 6.13 13.11 -22.81  -0.0135
17 O 5.09 12.23 -22.42  0.0053
18 C 4.51 11.91 -23.53  0.0003
19 O 3.76 10.96 -23.64  0.0001
20 O 4.89 12.75 -24.58  0.0007
21 F 6.25 13.99 -21.74  -0.0223
22 H 6.43 14.29 -24.57  -0.0010
23 H 4.81 14.59 -23.67  0.0013
24 H 7.07 12.58 -22.97  0.0061
25 C 15.03 11.36 -18.69  0.0064
26 C 15.53 12.22 -19.88  0.0055
27 O 14.31 12.64 -20.45  -0.0170
28 C 13.29 12.49 -19.61  0.1229
29 O 12.16 12.87 -19.83  -0.0826
30 O 13.70 11.75 -18.56  -0.0271
31 F 16.04 11.50 -20.74  -0.0003
32 H 15.66 11.46 -17.80  -0.0010
33 H 15.09 10.31 -18.97  -0.0007
34 H 16.22 13.01 -19.58  -0.0010
35 C 10.95 12.25 -23.03  -0.0189
36 C 11.76 13.50 -23.30  0.0571
37 O 10.81 14.41 -23.68  -0.0830
38 C 9.77 13.86 -24.13  0.0050
39 O 8.87 14.34 -24.71  -0.0025
40 O 9.83 12.52 -23.82  -0.0170
41 F 12.73 13.24 -24.27  -0.0008
42 H 10.64 12.20 -21.98  0.0108
43 H 11.54 11.38 -23.33  0.0046
44 H 12.32 13.91 -22.46  0.0224
45 C 16.00 10.31 -25.65  0.0006
46 C 15.84 11.55 -24.79  -0.0004
47 O 16.99 11.48 -23.98  -0.0004
48 C 17.37 10.19 -23.90  0.0012
49 O 18.28 9.80 -23.24  0.0000
50 O 16.68 9.45 -24.78  -0.0007
51 F 14.75 11.55 -23.99  -0.0005
52 H 16.57 10.49 -26.57  -0.0001
53 H 15.01 10.00 -25.98  0.0000
54 H 15.86 12.44 -25.42  0.0001
55 C 7.83 18.82 -27.09  0.0001
56 C 7.52 18.25 -25.70  0.0021
57 O 8.29 19.08 -24.93  -0.0003
58 C 9.38 19.56 -25.62  0.0001
59 O 10.37 20.10 -25.15  0.0000
60 O 9.10 19.42 -26.93  0.0000
61 F 7.96 17.03 -25.57  -0.0003
62 H 7.03 19.49 -27.41  0.0000
63 H 7.83 18.00 -27.82  0.0000
64 H 6.47 18.15 -25.44  0.0013
65 C 11.92 15.68 -27.27  -0.0001
66 C 12.22 14.22 -27.75  0.0000
67 O 11.49 14.14 -28.92  0.0001
68 C 10.59 15.09 -28.92  0.0001
69 O 9.70 15.30 -29.73  0.0000
70 O 10.78 15.91 -27.96  -0.0001
71 F 11.72 13.40 -26.86  -0.0006
72 H 12.76 16.32 -27.55  -0.0002
73 H 11.75 15.58 -26.19  0.0006
74 H 13.24 13.94 -27.99  -0.0001
75 C 8.42 8.63 -25.42  0.0000
76 C 9.71 9.18 -24.85  0.0004
77 O 9.23 9.46 -23.50  0.0017
78 C 7.91 9.62 -23.48  0.0047
79 O 7.28 10.00 -22.50  0.0013
80 O 7.40 9.26 -24.66  0.0000
81 F 10.10 10.29 -25.42  0.0000
82 H 8.40 7.55 -25.34  -0.0001
83 H 8.44 8.96 -26.46  0.0000
84 H 10.59 8.54 -24.88  0.0004


No. 2
C23H27GeN3OS5Ti as an isolated structure in a non-equilibrium geometry. Source: the Open Molecules 2025 dataset; level of theory: the ωB97M-V functional and the def2-TZVPD basis.

Properties
ΔE to the lowest compared entry with this formula, charge and spin	39.6	kcal/mol
LUMO	-0.326	eV
HOMO energy	-6.619	eV
HOMO-LUMO gap	0.2313	hartree

Last column: Mulliken charge in e.
CARTESIAN COORDINATES (ANGSTROEM)
1 Ti -0.15 0.10 0.50  0.0872
2 C -1.69 1.62 1.58  -0.4078
3 C -0.44 1.86 2.18  -0.7514
4 C 0.01 0.65 2.76  -0.1811
5 C -1.00 -0.32 2.56  -0.3052
6 C -2.04 0.28 1.82  -0.7824
7 H -2.36 2.36 1.15  0.8550
8 H 0.07 2.81 2.26  0.5314
9 H 0.90 0.54 3.37  0.4726
10 H -1.03 -1.31 2.99  0.3656
11 H -2.99 -0.19 1.57  0.4900
12 S -0.43 -2.81 -2.95  -0.2798
13 C -0.23 -1.94 -1.57  0.5267
14 S -1.24 -1.97 -0.19  -0.4796
15 S 1.11 -0.82 -1.43  -0.4242
16 Ge 1.65 -1.68 1.13  0.8610
17 C 1.53 -3.60 0.61  0.0242
18 C 0.98 -4.45 1.57  -0.2432
19 C 0.80 -5.79 1.31  -0.7217
20 C 1.15 -6.31 0.07  -0.4122
21 C 1.70 -5.48 -0.89  -0.6910
22 C 1.90 -4.13 -0.62  0.1031
23 C 3.51 -0.98 1.12  0.0215
24 C 4.27 -0.83 -0.03  0.1261
25 C 5.56 -0.32 0.04  -0.7908
26 C 6.09 0.05 1.26  -0.4103
27 C 5.34 -0.11 2.42  -0.6703
28 C 4.06 -0.62 2.34  -0.2642
29 H 1.52 -1.89 2.70  -0.3658
30 H 0.69 -4.04 2.53  0.2836
31 H 0.38 -6.44 2.07  0.3865
32 H 0.97 -7.35 -0.15  0.3708
33 H 1.96 -5.88 -1.85  0.3913
34 H 2.33 -3.49 -1.38  0.4206
35 H 3.86 -1.12 -0.99  0.3529
36 H 6.15 -0.20 -0.86  0.4033
37 H 7.09 0.47 1.31  0.3741
38 H 5.76 0.17 3.37  0.3845
39 H 3.48 -0.75 3.24  0.2420
40 C -0.38 4.75 -1.27  -1.3254
41 N -0.13 3.50 -0.60  0.1904
42 C 0.92 2.69 -0.81  0.3373
43 N 1.85 3.09 -1.72  -0.4398
44 O 1.08 1.65 -0.16  -0.3438
45 H -1.30 5.17 -0.87  0.3991
46 H -0.50 4.62 -2.35  0.3517
47 H 0.42 5.46 -1.09  0.3917
48 H -0.84 3.14 0.02  -0.1015
49 H 1.60 3.76 -2.42  0.1810
50 H 2.57 2.42 -1.94  0.2816
51 S -1.51 0.90 -1.80  -0.2870
52 C -2.46 2.12 -2.39  0.2829
53 N -2.42 2.51 -3.70  -0.2145
54 C -3.51 3.34 -4.16  -0.6919
55 C -3.99 4.14 -2.95  -0.4575
56 S -3.58 3.12 -1.48  -0.0725
57 H -2.00 1.85 -4.34  0.2921
58 H -4.32 2.73 -4.58  0.3431
59 H -3.14 4.01 -4.94  0.2973
60 H -5.07 4.31 -2.97  0.3971
61 H -3.47 5.09 -2.86  0.2960


No. 3
One molecule with the formula C23H27N3O3S. Source: the Open Molecules 2025 dataset; level of theory: the ωB97M-V functional and the def2-TZVPD basis.

Properties
structure (SMILES)	CCc1ccc2[nH]c(=O)c(CN(C[C@H]3CCCO3)C(=S)NCc3ccco3)cc2c1
ΔE to the lowest compared entry with this formula, charge and spin	25.0	kcal/mol
LUMO	-0.165	eV
HOMO energy	-7.928	eV
HOMO-LUMO gap	0.2853	hartree

Last column: Mulliken charge in e.
CARTESIAN COORDINATES (ANGSTROEM)
1 C -1.06 -4.45 -3.84  -1.1238
2 C -0.58 -3.00 -4.00  -1.1181
3 C -1.23 -2.12 -2.98  0.7571
4 C -2.49 -1.57 -3.22  -0.7195
5 C -3.13 -0.79 -2.29  -0.8363
6 C -2.51 -0.52 -1.07  -0.1572
7 N -3.10 0.27 -0.13  0.1478
8 C -2.55 0.62 1.08  -0.0211
9 O -3.11 1.42 1.81  -0.7881
10 C -1.27 -0.01 1.39  0.8590
11 C -0.67 0.29 2.75  -1.7260
12 N 0.59 1.02 2.64  0.5121
13 C 1.73 0.47 3.34  -1.8449
14 C 2.32 -0.80 2.70  0.6977
15 C 2.99 -0.51 1.35  0.0108
16 C 4.38 -0.05 1.77  -0.7864
17 C 4.59 -0.74 3.13  -0.5909
18 O 3.35 -1.32 3.51  -0.5671
19 C 0.66 2.20 1.99  0.4715
20 S 2.13 2.88 1.59  -0.4563
21 N -0.49 2.84 1.70  -0.1182
22 C -0.58 3.83 0.64  -1.4193
23 C -0.93 3.17 -0.66  0.6711
24 C -0.23 2.27 -1.41  -0.2721
25 C -1.07 1.95 -2.51  -0.4069
26 C -2.21 2.67 -2.33  -0.7867
27 O -2.13 3.41 -1.21  -0.3894
28 C -0.66 -0.80 0.48  -0.3429
29 C -1.25 -1.07 -0.79  1.1717
30 C -0.62 -1.87 -1.76  -1.1297
31 H -2.14 -4.51 -3.96  0.3327
32 H -0.59 -5.09 -4.58  0.3777
33 H -0.81 -4.82 -2.85  0.3229
34 H 0.51 -2.97 -3.88  0.3711
35 H -0.82 -2.65 -5.00  0.3755
36 H -2.98 -1.77 -4.17  0.4317
37 H -4.10 -0.36 -2.50  0.4300
38 H -3.99 0.71 -0.34  0.2636
39 H -1.41 0.85 3.34  0.3598
40 H -0.46 -0.65 3.27  0.6125
41 H 2.50 1.24 3.37  0.6294
42 H 1.44 0.22 4.37  0.1887
43 H 1.55 -1.58 2.64  0.3051
44 H 3.05 -1.43 0.76  0.4552
45 H 2.46 0.25 0.78  -0.1338
46 H 4.40 1.03 1.88  0.1691
47 H 5.15 -0.34 1.06  0.4434
48 H 5.32 -1.55 3.09  0.3245
49 H 4.91 -0.02 3.90  0.3119
50 H -1.37 2.44 1.99  0.2403
51 H -1.36 4.55 0.90  0.3779
52 H 0.39 4.33 0.57  0.5146
53 H 0.75 1.90 -1.21  0.6167
54 H -0.85 1.27 -3.31  0.5771
55 H -3.10 2.75 -2.92  0.5332
56 H 0.30 -1.24 0.70  0.3607
57 H 0.35 -2.28 -1.55  0.5105


No. 4
One molecule with the formula C23H27N3O6S in a non-equilibrium geometry. Source: the Open Molecules 2025 dataset; level of theory: the ωB97M-V functional and the def2-TZVPD basis.

Properties
structure (SMILES)	CCOc1ccc(N2C[C@@H](C(=O)Nc3ccc(S(=O)(=O)N4CCOCC4)cc3)CC2=O)cc1
ΔE to the lowest compared entry with this formula, charge and spin	34.3	kcal/mol
LUMO	0.281	eV
HOMO energy	-8.239	eV
HOMO-LUMO gap	0.3131	hartree

Last column: Mulliken charge in e.
CARTESIAN COORDINATES (ANGSTROEM)
1 C -2.14 6.41 6.68  -1.0376
2 C -3.25 5.63 5.97  -0.4268
3 O -2.85 4.33 5.59  -0.4721
4 C -2.04 4.16 4.51  0.7444
5 C -1.63 2.85 4.27  -0.9169
6 C -0.83 2.54 3.19  -0.1629
7 C -0.41 3.54 2.31  0.4422
8 N 0.42 3.23 1.22  0.2607
9 C 1.18 2.00 1.20  -1.1647
10 C 2.20 2.16 0.05  0.0683
11 C 2.44 0.87 -0.73  0.2097
12 O 3.52 0.35 -0.78  -0.6660
13 N 1.31 0.39 -1.34  0.0119
14 C 1.17 -0.72 -2.16  0.8836
15 C -0.11 -1.00 -2.65  -0.7372
16 C -0.31 -2.09 -3.48  -0.5662
17 C 0.76 -2.89 -3.83  -0.1145
18 S 0.49 -4.34 -4.84  1.2532
19 O -0.73 -4.16 -5.58  -0.7271
20 O 1.69 -4.66 -5.54  -0.7291
21 N 0.21 -5.57 -3.75  0.0018
22 C 1.33 -5.97 -2.94  -0.4084
23 C 1.00 -7.32 -2.30  -0.6972
24 O -0.19 -7.24 -1.54  -0.3916
25 C -1.28 -6.84 -2.35  -0.6936
26 C -1.02 -5.48 -2.99  -0.4159
27 C 2.03 -2.62 -3.35  -0.4600
28 C 2.24 -1.54 -2.52  -0.9130
29 C 1.62 3.30 -0.79  -0.8972
30 C 0.60 3.99 0.10  0.4959
31 O 0.03 5.02 -0.17  -0.6594
32 C -0.83 4.85 2.54  -1.1177
33 C -1.63 5.16 3.63  -0.1719
34 H -1.80 5.85 7.55  0.3032
35 H -2.51 7.38 7.00  0.3524
36 H -1.29 6.56 6.02  0.3419
37 H -3.62 6.19 5.11  0.3386
38 H -4.08 5.47 6.66  0.3127
39 H -1.95 2.08 4.95  0.4070
40 H -0.53 1.52 3.04  0.3620
41 H 0.52 1.14 1.03  0.3945
42 H 1.68 1.85 2.16  0.4705
43 H 3.17 2.45 0.46  0.5436
44 H 0.46 0.92 -1.20  0.1767
45 H -0.94 -0.37 -2.38  0.3663
46 H -1.28 -2.32 -3.88  0.5025
47 H 2.20 -6.06 -3.60  0.3986
48 H 1.54 -5.24 -2.15  0.3059
49 H 1.78 -7.63 -1.60  0.3433
50 H 0.88 -8.08 -3.09  0.3615
51 H -2.15 -6.80 -1.69  0.3440
52 H -1.45 -7.59 -3.14  0.3610
53 H -1.81 -5.21 -3.69  0.4087
54 H -0.94 -4.71 -2.20  0.3031
55 H 2.85 -3.25 -3.66  0.5041
56 H 3.23 -1.31 -2.14  0.5009
57 H 1.12 2.96 -1.70  0.3376
58 H 2.38 4.02 -1.10  0.3625
59 H -0.52 5.64 1.87  0.4171
60 H -1.93 6.18 3.76  0.3551